Arrangement i

Below is a cluster of 4 separate species, C4H15NO3 in total, with properties calculated with ωB97M-V with the def2-TZVPD basis set.

Last columns: bonded neighbours and bond lengths (Å).
Atoms and positions in Å:
1 O 1.244 -1.659 1.388  H10 0.920, H17 1.014
2 O -1.276 -1.470 2.054  H12 0.937, H22 1.013
3 O 0.487 1.464 3.776  H9 0.971, H21 0.882
4 N 0.116 -0.904 -2.041  C5 1.435, C8 1.489, H14 0.970
5 C -0.150 0.332 -1.361  N4 1.435, C6 1.355, H13 1.106
6 C -0.872 1.311 -1.958  C5 1.355, C7 1.461, H15 1.104
7 C -1.415 2.462 -1.240  C6 1.461, H11 1.116, H19 1.075, H20 1.049
8 C 1.579 -1.127 -2.198  N4 1.489, H16 1.172, H18 1.120, H23 1.033
9 H 0.188 1.911 2.968  O3 0.971
10 H 1.416 -2.238 2.082  O1 0.920
11 H -2.359 3.011 -1.468  C7 1.116
12 H -0.385 -1.302 1.816  O2 0.937
13 H 0.268 0.394 -0.339  C5 1.106
14 H -0.309 -0.957 -2.912  N4 0.970
15 H -1.140 1.354 -3.028  C6 1.104
16 H 2.110 -0.395 -2.944  C8 1.172
17 H 1.149 -2.342 0.645  O1 1.014
18 H 2.080 -0.898 -1.223  C8 1.120
19 H -1.501 2.193 -0.204  C7 1.075
20 H -0.649 3.177 -1.303  C7 1.049
21 H -0.163 1.441 4.371  O3 0.882
22 H -1.754 -1.482 1.161  O2 1.013
23 H 1.743 -2.092 -2.528  C8 1.033

Frontier orbital gap ... 8.971 eV
HOMO ... -0.305 hartree
Molar mass ... 125.2 g mol⁻¹
Structure (SMILES) ... C/C=C/NC.O.O.O
Total charge ... 0

---

Arrangement ii

Below is a cluster of 4 separate species, C4H15NO3 in total, with properties calculated with ωB97M-V with the def2-TZVPD basis set.

Last columns: bonded neighbours and bond lengths (Å).
Atoms and positions in Å:
1 O -3.582 1.579 0.130  H10 0.962, H15 0.972
2 O 2.260 -2.451 0.004  H13 0.970, H19 0.981
3 O -0.426 -2.530 1.144  H12 0.979, H22 0.962
4 N -0.904 0.048 -0.130  C6 1.418, H20 1.008, H21 1.018
5 C 1.358 0.771 -0.659  C6 1.334, C7 1.502, H17 1.079
6 C 0.355 0.608 0.205  N4 1.418, C5 1.334, C8 1.500
7 C 1.316 0.405 -2.116  C5 1.502, H9 1.094, H14 1.089, H23 1.092
8 C 0.480 0.941 1.662  C6 1.500, H11 1.089, H16 1.087, H18 1.093
9 H 0.937 1.228 -2.729  C7 1.094
10 H -3.623 2.533 0.012  O1 0.962
11 H 1.436 1.423 1.861  C8 1.089
12 H -0.685 -1.687 0.719  O3 0.979
13 H 2.384 -1.491 -0.067  O2 0.970
14 H 2.292 0.118 -2.502  C7 1.089
15 H -4.466 1.315 0.436  O1 0.972
16 H 0.400 0.039 2.264  C8 1.087
17 H 2.268 1.183 -0.252  C5 1.079
18 H -0.328 1.601 1.986  C8 1.093
19 H 1.429 -2.521 0.520  O2 0.981
20 H -1.044 -0.009 -1.127  N4 1.008
21 H -1.672 0.561 0.297  N4 1.018
22 H -0.825 -3.228 0.617  O3 0.962
23 H 0.640 -0.438 -2.275  C7 1.092

Frontier orbital gap ... 8.762 eV
HOMO ... -0.310 hartree
Molar mass ... 125.2 g mol⁻¹
Structure (SMILES) ... C/C=C(/C)N.O.O.O
Total charge ... 0

---

Quick one: most stable of them? arrangement ii